Entry a
{"formula": "C3H5I3N", "method": "ωB97M-V with the def2-TZVPD basis set", "elements": ["I", "I", "I", "N", "C", "C", "C", "H", "H", "H", "H", "H"], "coordinates": [[1.3350, 1.7601, -1.6754], [3.6330, -0.7867, -1.4657], [-2.1305, -1.8901, 1.0481], [-1.0011, 0.9375, 0.8127], [0.8087, -0.8974, -0.1276], [1.6523, -0.1736, -0.8951], [-0.9948, -0.2783, 0.0632], [-0.4085, 0.9174, 1.6797], [-1.3597, -0.3887, -0.9605], [0.8848, -1.9606, 0.2346], [-1.9655, 1.0591, 1.1753], [-0.4538, 1.7014, 0.1108]], "lumo_ev": -4.0, "charge": 1, "homo_lumo_gap_ev": 8.953}



Entry b
{"formula": "C3H5I3N", "method": "ωB97M-V with the def2-TZVPD basis set", "elements": ["I", "I", "I", "N", "C", "C", "C", "H", "H", "H", "H", "H"], "coordinates": [[-0.2872, 1.3471, -2.1929], [-0.0741, -1.3392, 2.2990], [-0.2422, 2.3402, 3.2379], [0.7657, -1.2070, -0.9596], [-0.4400, 1.5670, 1.2510], [-0.4037, -0.2567, -0.7811], [-0.4354, 0.2802, 1.0619], [0.7106, -1.4605, -1.9494], [-0.6726, 2.3335, 0.4314], [-1.4033, -0.6621, -1.1063], [0.6500, -2.0721, -0.4984], [1.8320, -0.8704, -0.7935]], "lumo_ev": -4.0, "charge": 1, "homo_lumo_gap_ev": 8.618}



Energy ordering: entry b at the bottom, the next structure 0.0110 hartree above.



Entry a
{"formula": "C5H7NOS2", "method": "ωB97M-V with the def2-TZVPD basis set", "elements": ["S", "S", "O", "N", "C", "C", "C", "C", "C", "H", "H", "H", "H", "H", "H", "H"], "coordinates": [[0.4967, 1.0977, -2.3709], [-1.0318, -1.7518, 0.2850], [-1.0022, -3.1521, 0.7226], [-2.1767, -0.9379, 1.2023], [1.2987, 2.3683, -1.5363], [1.4366, -0.0820, -1.5407], [2.3092, 0.4852, -0.6726], [2.2286, 1.8996, -0.6687], [-2.9469, -1.4217, 2.1502], [-3.6490, -0.8011, 2.6699], [1.2786, -1.1207, -1.7498], [-2.8473, -2.4656, 2.3810], [2.8424, 2.5264, -0.0480], [1.0225, 3.3855, -1.7298], [-2.2460, 0.0434, 0.9597], [2.9867, -0.0732, -0.0539]], "lumo_ev": [0.3, 0.1], "homo_lumo_gap_ev": [7.653, 7.370]}



Entry b
{"formula": "C5H7NOS2", "method": "ωB97M-V with the def2-TZVPD basis set", "elements": ["S", "S", "O", "N", "C", "C", "C", "C", "C", "H", "H", "H", "H", "H", "H", "H"], "coordinates": [[-2.3077, 0.4770, 0.2403], [-0.0037, -0.2150, 2.1706], [-1.1848, -0.5197, 2.9684], [0.6460, -1.6996, 1.5539], [1.6569, 0.4371, -0.6551], [0.1764, 0.5490, -0.6303], [-1.9928, 0.8803, -1.3934], [-0.6448, 0.2587, 0.5680], [-0.6615, 0.8792, -1.6994], [2.1012, 0.9311, 0.2068], [-0.2902, 1.1139, -2.6820], [1.9586, -0.6085, -0.6281], [1.3932, -2.0456, 2.1391], [2.0423, 0.8865, -1.5674], [-2.8153, 1.0796, -2.0479], [-0.0737, -2.4040, 1.4567]], "lumo_ev": 0.5, "homo_lumo_gap_ev": 9.108}



Energy ordering: entry b at the bottom, the next structure 0.0510 hartree above.



Entry a
{"formula": "C6H9F", "method": "ωB97M-V with the def2-TZVPD basis set", "elements": ["F", "C", "C", "C", "C", "C", "C", "H", "H", "H", "H", "H", "H", "H", "H", "H"], "coordinates": [[0.3062, 1.6105, 1.9396], [0.0240, 1.1478, 0.6612], [1.0935, 0.2533, 0.2312], [-1.3720, -0.0031, 0.9583], [-2.5547, 0.1790, 0.4462], [0.9372, -0.2890, -1.1848], [2.1739, -0.1047, 0.9716], [0.8480, 0.6659, -1.8601], [-0.0974, -0.8388, -1.2587], [-3.3109, -0.6174, 0.6893], [1.7803, -0.8875, -1.3677], [-2.6751, 0.8999, -0.3379], [-1.0481, -0.8524, 1.4795], [2.8011, -0.8266, 0.5209], [-0.3174, 1.7825, -0.1754], [2.1524, 0.4953, 1.8782]], "lumo_ev": 1.1, "smiles": "C=C[C@@H](F)C(=C)C", "homo_lumo_gap_ev": 10.222}



Entry b
{"formula": "C6H9F", "method": "ωB97M-V with the def2-TZVPD basis set", "elements": ["F", "C", "C", "C", "C", "C", "C", "H", "H", "H", "H", "H", "H", "H", "H", "H"], "coordinates": [[-2.1674, -1.8448, -0.2739], [2.6798, -1.0539, -0.0116], [-0.7380, 0.1746, -0.0599], [1.6807, -0.1696, -0.1710], [-2.0711, -0.4786, 0.1463], [0.3199, -0.6276, 0.0315], [-0.6780, 1.7461, -0.0060], [-2.3593, -0.5273, 1.1449], [-1.4317, 2.0510, -0.7512], [0.1085, -1.6379, 0.3465], [1.8635, 0.7980, -0.6302], [0.2284, 2.1917, -0.5219], [-0.9482, 2.1585, 0.8805], [3.7567, -0.8777, 0.0268], [2.3555, -2.0941, 0.3624], [-2.5993, 0.1916, -0.5130]], "lumo_ev": 0.9, "smiles": "C=C/C=C(\\C)CF", "homo_lumo_gap_ev": 9.497}



Energy ordering: entry b at the bottom, the next structure 0.0320 hartree above.